No. 1
Molecular formula: C47H88F9O20S3Zr
Method: DFT, wB97M-V/def2-TZVPD

Last column: Löwdin charge in e.
Atoms and positions in Å:
Zr -4.100 1.786 -0.113  2.15
C -4.629 -0.653 3.506  -0.62
F -4.068 -0.113 4.594  0.18
F -3.759 -1.281 2.778  0.19
F -5.645 -1.416 3.879  0.18
S -5.380 0.768 2.395  0.71
O -6.613 1.358 2.926  -0.22
O -4.297 1.717 2.062  -0.44
O -5.487 0.376 0.949  -0.43
C -0.096 -0.132 0.012  -0.54
F 0.899 0.728 -0.171  0.16
F -0.541 -0.598 -1.186  0.14
F 0.275 -1.103 0.852  0.16
S -1.556 0.838 0.886  0.63
O -1.344 0.968 2.293  -0.20
O -1.961 2.029 0.175  -0.40
O -2.846 0.172 0.619  -0.42
C -1.456 2.986 -3.307  -0.59
F -0.853 2.184 -4.180  0.18
F -0.793 3.078 -2.144  0.14
F -1.514 4.216 -3.851  0.16
S -3.183 2.343 -2.879  0.70
O -3.097 1.160 -2.015  -0.41
O -3.678 3.116 -1.704  -0.45
O -4.060 2.240 -4.057  -0.20
C -5.197 -3.191 -1.537  -0.16
C -5.329 -2.577 -2.887  -0.16
C -5.481 -1.109 -2.604  -0.17
O -4.865 -0.923 -1.334  -0.20
C -4.458 -2.141 -0.776  -0.22
H -4.769 -4.193 -1.542  0.12
H -6.194 -3.253 -1.100  0.13
H -6.082 -3.036 -3.529  0.13
H -4.348 -2.677 -3.351  0.10
H -6.544 -0.934 -2.438  0.12
H -5.148 -0.395 -3.357  0.11
H -4.596 -2.176 0.304  0.12
H -3.402 -2.273 -1.012  0.12
C 1.679 3.769 4.710  -0.16
C 1.324 5.245 4.633  -0.15
C 1.187 5.524 3.119  -0.17
O 0.914 4.227 2.547  -0.18
C 0.798 3.239 3.591  -0.20
H 1.439 3.357 5.691  0.12
H 2.734 3.572 4.517  0.12
H 2.111 5.850 5.085  0.11
H 0.427 5.460 5.213  0.11
H 2.125 5.860 2.678  0.11
H 0.432 6.280 2.900  0.10
H 1.062 2.240 3.244  0.10
H -0.259 3.259 3.854  0.11
C 2.630 -3.273 -3.764  -0.18
C 2.772 -4.740 -3.723  -0.18
C 1.513 -5.187 -2.996  -0.18
O 1.332 -4.137 -2.060  -0.14
C 2.101 -3.007 -2.363  -0.20
H 1.901 -3.096 -4.555  0.11
H 3.540 -2.697 -3.932  0.11
H 3.676 -4.966 -3.156  0.13
H 2.885 -5.153 -4.726  0.12
H 1.702 -6.134 -2.490  0.13
H 0.670 -5.231 -3.685  0.11
H 2.908 -2.823 -1.654  0.12
H 1.474 -2.116 -2.404  0.10
C 3.143 3.940 -1.200  -0.19
C 3.268 4.854 0.006  -0.13
C 2.126 5.864 -0.267  -0.22
O 2.252 6.025 -1.624  -0.13
C 2.685 4.856 -2.314  -0.18
H 2.455 3.107 -1.053  0.09
H 4.087 3.435 -1.407  0.10
H 4.238 5.345 0.083  0.12
H 3.035 4.266 0.894  0.09
H 2.235 6.838 0.210  0.13
H 1.125 5.522 -0.005  0.09
H 3.454 5.229 -2.991  0.13
H 1.958 4.269 -2.875  0.10
C 1.877 -0.206 5.406  -0.17
C 0.600 -0.480 4.639  -0.18
C -0.544 0.126 5.442  -0.20
O 0.095 0.401 6.676  -0.14
C 1.397 -0.270 6.809  -0.16
H 2.221 0.811 5.216  0.11
H 2.661 -0.949 5.258  0.11
H 0.414 -1.545 4.502  0.09
H 0.577 0.012 3.667  0.07
H -1.381 -0.572 5.452  0.11
H -0.860 1.049 4.956  0.10
H 1.226 -1.268 7.214  0.12
H 2.053 0.290 7.475  0.13
C 1.913 -3.787 4.369  -0.18
C 2.484 -5.189 4.279  -0.16
C 2.593 -5.478 2.775  -0.21
O 3.065 -4.262 2.308  -0.16
C 2.674 -3.160 3.194  -0.18
H 2.068 -3.342 5.351  0.11
H 0.841 -3.788 4.170  0.09
H 1.842 -5.879 4.827  0.11
H 3.480 -5.146 4.719  0.12
H 1.646 -5.595 2.248  0.10
H 3.269 -6.260 2.428  0.12
H 2.129 -2.350 2.709  0.10
H 3.624 -2.776 3.564  0.11
C 4.714 0.997 0.645  -0.14
C 5.205 -0.310 0.091  -0.16
C 4.454 -1.381 0.886  -0.20
O 4.190 -0.763 2.143  -0.16
C 3.809 0.627 1.874  -0.13
H 4.144 1.604 -0.059  0.07
H 5.571 1.600 0.945  0.11
H 6.284 -0.412 0.211  0.12
H 5.090 -0.448 -0.984  0.09
H 5.067 -2.278 0.979  0.13
H 3.530 -1.734 0.429  0.10
H 3.914 1.350 2.682  0.11
H 2.747 0.611 1.628  0.09
C -2.722 5.988 -0.004  -0.14
C -1.777 5.411 0.952  -0.16
C -2.519 4.346 1.674  -0.18
O -3.566 3.958 0.802  -0.28
C -4.024 5.214 0.257  -0.14
H -2.440 5.826 -1.044  0.12
H -2.898 7.061 0.074  0.13
H -1.419 6.135 1.684  0.12
H -0.907 5.000 0.440  0.11
H -3.001 4.661 2.599  0.15
H -1.921 3.503 2.021  0.10
H -4.623 5.726 1.011  0.14
H -4.616 5.114 -0.652  0.12
C -1.660 -3.828 1.355  -0.14
C -0.743 -4.060 0.166  -0.17
C -1.447 -4.920 -0.871  -0.19
O -2.755 -4.998 -0.365  -0.15
C -2.760 -4.861 1.037  -0.18
H -2.077 -2.829 1.230  0.08
H -1.218 -3.866 2.350  0.11
H 0.122 -4.638 0.492  0.10
H -0.420 -3.101 -0.238  0.08
H -0.989 -5.904 -0.974  0.12
H -1.433 -4.492 -1.873  0.11
H -2.594 -5.849 1.468  0.12
H -3.720 -4.452 1.352  0.11
C 2.022 0.821 -3.528  -0.17
C 2.751 1.166 -4.810  -0.16
C 3.877 0.118 -4.881  -0.19
O 4.140 -0.228 -3.523  -0.15
C 3.192 0.442 -2.627  -0.17
H 1.295 0.037 -3.741  0.09
H 1.555 1.730 -3.150  0.08
H 3.186 2.157 -4.679  0.11
H 2.181 1.223 -5.737  0.12
H 4.751 0.615 -5.302  0.12
H 3.515 -0.734 -5.456  0.11
H 3.659 1.328 -2.198  0.09
H 2.980 -0.302 -1.859  0.09
C -1.528 -2.773 -4.913  -0.15
C -2.145 -2.445 -6.273  -0.14
C -3.070 -1.240 -5.943  -0.16
O -2.368 -0.539 -4.912  -0.15
C -1.425 -1.345 -4.300  -0.23
H -0.600 -3.339 -4.991  0.10
H -2.155 -3.358 -4.240  0.10
H -2.619 -3.315 -6.727  0.11
H -1.387 -2.146 -6.996  0.11
H -4.040 -1.604 -5.607  0.11
H -3.235 -0.573 -6.790  0.12
H -1.610 -1.462 -3.232  0.10
H -0.423 -0.990 -4.539  0.10

## Properties
Electronic energy in Ha: -5488.4442
Net charge: +1
Frontier orbital gap in eV: 6.505
E_LUMO in eV: -4.33


No. 2
Molecular formula: C47H89Br2Cl2I2NO12S2
Method: DFT, wB97M-V/def2-TZVPD

Last column: Löwdin charge in e.
Atoms and positions in Å:
C 3.361 -6.536 2.912  -0.13
O 3.006 -6.410 1.483  -0.27
C 3.586 -5.201 0.879  -0.23
C 2.409 -4.271 0.182  -0.17
C 3.077 -2.781 -0.081  -0.22
C 1.898 -1.640 -0.403  -0.20
C 2.373 -0.860 -1.765  -0.22
C 1.615 0.567 -2.049  -0.20
C 1.365 1.497 -0.722  -0.19
C -0.256 1.576 -0.434  -0.20
C -0.653 2.568 0.842  -0.15
C -0.647 1.568 2.177  -0.06
C 0.645 1.515 3.189  0.03
C 0.742 0.515 4.521  -0.15
C 2.104 0.488 5.470  -0.54
Cl 2.061 0.657 7.341  0.45
C 3.493 0.326 4.878  -0.55
C 3.782 0.205 3.258  -0.13
Cl 5.027 0.292 5.978  0.48
C -0.548 -0.492 4.862  -0.57
I -0.610 -1.865 6.574  0.75
C -1.847 -0.451 3.859  -0.39
C -1.912 0.567 2.533  -0.11
N -3.117 0.628 1.602  -0.01
C -3.580 -0.745 1.167  -0.10
C -3.792 -1.996 2.237  -0.31
C -4.332 -3.493 1.850  -0.19
C -4.546 -4.758 2.869  -0.66
Br -2.892 -5.174 3.990  0.59
C -5.903 -4.698 3.785  -0.71
C -7.010 -5.732 3.075  -0.17
Br -6.798 -2.914 3.875  0.64
C -4.655 -3.754 0.230  -0.05
C -4.487 -2.567 -0.890  -0.56
I -5.006 -3.079 -2.985  0.80
C -3.953 -1.070 -0.413  -0.18
S -3.842 0.223 -1.809  0.69
C -5.613 0.520 -2.458  -0.20
O -3.357 1.614 -1.303  -0.44
O -2.908 -0.259 -2.950  -0.44
S -3.389 -1.562 4.054  0.74
H 4.396 -7.106 3.077  0.11
H 2.529 -7.199 3.415  0.09
H 3.436 -5.505 3.469  0.10
H 4.307 -5.562 0.001  0.14
H 4.248 -4.611 1.651  0.12
H 1.457 -4.219 0.874  0.12
H 2.182 -4.715 -0.895  0.12
H 3.845 -2.892 -0.970  0.11
H 3.621 -2.422 0.903  0.10
H 1.830 -0.949 0.548  0.09
H 0.836 -2.155 -0.570  0.12
H 2.100 -1.581 -2.673  0.12
H 3.559 -0.757 -1.802  0.11
H 2.248 1.146 -2.873  0.11
H 0.565 0.310 -2.531  0.11
H 1.998 1.203 0.218  0.09
H 1.696 2.604 -1.008  0.11
H -0.768 1.927 -1.432  0.10
H -0.660 0.504 -0.156  0.11
H -1.771 2.955 0.700  0.11
H 0.132 3.433 0.915  0.11
H 1.561 2.212 2.934  0.10
H 3.483 1.206 2.715  0.07
H 4.954 0.077 3.088  0.09
H 3.269 -0.714 2.741  0.08
H -3.882 1.045 2.213  0.09
H -4.663 -5.722 2.173  0.10
H -5.714 -5.134 4.879  0.11
H -8.095 -5.596 3.498  0.08
H -7.030 -5.399 1.929  0.09
H -6.612 -6.832 3.087  0.09
H -5.013 -4.851 -0.062  0.10
H -6.436 0.196 -1.665  0.09
H -5.785 -0.019 -3.509  0.06
H -5.776 1.662 -2.656  0.07
C -0.396 5.305 -3.988  -0.09
C 0.327 5.187 -2.662  -0.31
O -0.608 5.237 -1.594  -0.10
H -0.958 6.243 -4.038  0.07
H 0.312 5.272 -4.822  0.07
H -1.120 4.493 -4.108  0.07
H 1.033 6.012 -2.536  0.12
H 0.881 4.245 -2.599  0.09
H -1.226 4.495 -1.711  0.08
C -7.667 2.912 2.450  -0.08
C -6.363 2.837 3.216  -0.30
O -5.380 2.172 2.436  -0.11
H -8.021 1.908 2.193  0.08
H -8.437 3.418 3.039  0.08
H -7.533 3.453 1.507  0.05
H -6.497 2.277 4.146  0.12
H -5.995 3.837 3.465  0.11
H -5.262 2.681 1.616  0.09
C -6.894 5.230 -1.563  -0.09
C -6.612 6.028 -0.307  -0.32
O -5.827 5.258 0.591  -0.10
H -7.422 4.302 -1.319  0.07
H -7.503 5.808 -2.264  0.08
H -5.961 4.944 -2.059  0.07
H -7.546 6.293 0.197  0.12
H -6.072 6.951 -0.542  0.11
H -4.996 5.035 0.137  0.09
C 1.062 1.574 -7.048  -0.09
C 1.785 1.456 -5.722  -0.33
O 0.850 1.506 -4.654  -0.13
H 0.500 2.512 -7.098  0.07
H 1.770 1.542 -7.882  0.07
H 0.338 0.762 -7.168  0.08
H 2.492 2.282 -5.596  0.12
H 2.339 0.515 -5.659  0.10
H 0.232 0.765 -4.771  0.09
C 2.162 -10.310 3.161  -0.10
C 0.752 -10.850 3.283  -0.33
O -0.117 -9.835 3.765  -0.09
H 2.521 -9.951 4.131  0.08
H 2.845 -11.081 2.795  0.07
H 2.192 -9.457 2.475  0.06
H 0.722 -11.688 3.986  0.11
H 0.380 -11.199 2.315  0.11
H -0.089 -9.100 3.130  0.09
C 5.929 -0.026 -7.638  -0.09
C 5.036 0.853 -6.787  -0.32
O 4.614 0.142 -5.632  -0.11
H 5.398 -0.934 -7.941  0.08
H 6.260 0.506 -8.534  0.06
H 6.810 -0.346 -7.072  0.07
H 4.146 1.152 -7.348  0.10
H 5.564 1.757 -6.468  0.11
H 5.411 -0.112 -5.137  0.09
C 9.062 0.314 -11.592  -0.10
C 7.652 -0.227 -11.471  -0.33
O 6.783 0.788 -10.989  -0.10
H 9.421 0.673 -10.623  0.08
H 9.745 -0.458 -11.959  0.07
H 9.092 1.166 -12.279  0.07
H 7.622 -1.064 -10.768  0.11
H 7.280 -0.576 -12.439  0.11
H 6.811 1.524 -11.624  0.09
C 4.942 0.072 10.899  -0.10
C 3.893 0.813 11.703  -0.33
O 3.476 1.975 11.002  -0.09
H 5.807 0.716 10.710  0.08
H 5.277 -0.824 11.428  0.07
H 4.544 -0.223 9.923  0.06
H 4.301 1.125 12.669  0.11
H 3.019 0.180 11.886  0.11
H 3.108 1.687 10.149  0.06
C -0.858 7.187 1.657  -0.09
C -2.023 7.982 1.105  -0.33
O -1.704 8.479 -0.186  -0.09
H 0.040 7.811 1.716  0.08
H -1.086 6.800 2.654  0.07
H -0.617 6.346 0.999  0.05
H -2.246 8.834 1.754  0.11
H -2.921 7.361 1.031  0.10
H -1.516 7.714 -0.756  0.07

## Properties
Electronic energy in Ha: -10260.9849
Net charge: 0
Frontier orbital gap in eV: 7.026
E_LUMO in eV: -1.19


No. 3
Molecular formula: C47H89BrF8N9O8P
Method: DFT, wB97M-V/def2-TZVPD

Last column: Löwdin charge in e.
Atoms and positions in Å:
C -5.833 -3.862 1.303  -0.01
C -6.052 -3.277 2.680  -0.05
C -5.743 -1.674 3.038  -0.27
O -6.461 -0.780 2.352  -0.04
O -4.758 -1.377 4.091  -0.11
C -4.535 0.103 4.205  -0.17
C -3.476 0.300 5.446  -0.17
C -2.622 1.699 5.409  -0.21
C -1.227 1.600 4.489  -0.19
C -0.417 2.994 4.758  -0.21
C 0.512 3.531 3.526  -0.18
C 0.760 2.443 2.311  -0.01
C -0.312 2.258 1.039  0.04
C -1.721 3.085 0.905  -0.17
F -2.315 3.561 2.175  0.02
F -2.839 2.291 0.267  -0.01
C -1.425 4.407 -0.039  -0.10
F -1.028 5.515 0.900  0.01
F -0.259 4.227 -0.955  0.03
C -2.769 4.959 -0.833  -0.12
F -2.506 6.401 -1.180  0.03
F -3.996 4.983 0.036  0.05
F -2.935 4.157 -2.071  0.03
C 0.176 1.150 -0.119  0.02
C -0.714 0.861 -1.508  -0.19
N -1.786 -0.189 -1.311  -0.14
C -1.589 -1.007 -0.055  -0.17
C 1.588 0.264 0.022  -0.09
N 1.862 -0.718 -1.088  0.06
C 3.131 -1.488 -0.914  -0.33
P 3.553 -2.801 -2.276  0.60
O 2.155 -3.112 -3.293  -0.41
Br 4.129 -4.777 -1.224  0.18
C 4.122 -1.225 0.344  -0.09
F 5.373 -2.071 0.392  -0.10
N 3.932 -0.272 1.486  0.13
C 2.618 0.435 1.274  -0.08
C 2.165 1.545 2.443  -0.01
C 3.209 1.683 3.734  -0.17
C 3.299 0.266 4.620  -0.20
C 4.770 0.321 5.375  -0.22
C 6.013 -0.244 4.448  -0.21
C 6.382 -1.815 4.738  -0.28
N 6.438 -2.669 3.488  -0.06
H -5.329 -4.938 1.189  0.08
H -6.184 -3.357 0.304  0.08
H -6.505 -4.035 3.481  0.11
H -5.610 0.564 4.432  0.15
H -4.171 0.540 3.176  0.14
H -2.804 -0.659 5.482  0.12
H -4.134 0.338 6.439  0.12
H -3.300 2.491 4.829  0.12
H -2.417 2.171 6.463  0.11
H -1.597 1.429 3.393  0.10
H -0.621 0.693 4.933  0.12
H -1.145 3.865 5.064  0.11
H 0.282 2.808 5.697  0.12
H 1.518 4.050 3.907  0.12
H -0.084 4.437 3.023  0.11
H -1.279 1.872 -1.777  0.11
H -0.038 0.571 -2.419  0.12
H -2.744 0.224 -1.279  0.10
H -2.384 -1.896 -0.108  0.09
H -1.867 -0.422 0.948  0.09
H -0.538 -1.542 0.022  0.09
H 1.426 -3.408 -2.649  0.05
H 2.907 2.500 4.507  0.10
H 4.292 1.866 3.267  0.12
H 3.131 -0.692 3.967  0.10
H 2.483 0.378 5.468  0.11
H 4.749 -0.139 6.471  0.12
H 4.995 1.482 5.536  0.10
H 5.847 -0.060 3.297  0.09
H 6.982 0.387 4.744  0.11
H 7.454 -1.847 5.249  0.11
H 5.639 -2.284 5.519  0.12
H 5.490 -2.948 3.153  0.06
H 7.012 -2.232 2.730  0.07
C -5.010 3.915 -4.442  -0.07
C -4.561 4.517 -5.773  -0.43
C -5.647 5.374 -6.461  -0.20
O -6.681 4.616 -7.096  -0.20
C -7.695 4.158 -6.216  -0.11
N -4.090 3.438 -6.652  0.03
H -5.672 3.055 -4.572  0.07
H -4.142 3.563 -3.873  0.05
H -5.528 4.659 -3.830  0.08
H -3.712 5.178 -5.557  0.13
H -5.167 5.945 -7.265  0.12
H -6.075 6.114 -5.773  0.12
H -7.896 4.867 -5.407  0.09
H -7.423 3.181 -5.809  0.07
H -8.615 4.025 -6.794  0.09
H -3.702 3.852 -7.500  0.07
H -4.917 2.934 -6.986  0.07
C 4.252 1.365 -3.174  -0.07
C 5.671 0.797 -3.146  -0.43
C 6.769 1.868 -3.332  -0.20
O 6.924 2.324 -4.680  -0.19
C 5.987 3.312 -5.075  -0.11
N 5.780 -0.267 -4.153  0.04
H 3.914 1.601 -4.186  0.07
H 3.544 0.635 -2.766  0.04
H 4.181 2.271 -2.566  0.08
H 5.818 0.347 -2.156  0.13
H 7.731 1.415 -3.065  0.12
H 6.628 2.715 -2.651  0.12
H 5.717 3.982 -4.253  0.09
H 5.095 2.836 -5.488  0.07
H 6.437 3.910 -5.874  0.09
H 6.697 -0.708 -4.066  0.08
H 5.817 0.185 -5.072  0.07
C -0.128 -5.870 -4.709  -0.06
C -1.275 -4.923 -4.354  -0.42
C -2.518 -5.095 -5.256  -0.20
O -2.382 -4.523 -6.561  -0.19
C -1.682 -5.338 -7.487  -0.11
N -0.778 -3.541 -4.379  0.05
H 0.418 -5.553 -5.601  0.07
H 0.599 -5.908 -3.889  0.08
H -0.496 -6.887 -4.872  0.06
H -1.581 -5.159 -3.327  0.13
H -3.351 -4.557 -4.787  0.12
H -2.828 -6.144 -5.323  0.11
H -1.867 -6.405 -7.326  0.09
H -0.612 -5.125 -7.436  0.07
H -2.019 -5.077 -8.494  0.09
H -1.519 -2.921 -4.049  0.08
H -0.662 -3.276 -5.362  0.08
C -2.123 -10.886 -2.505  -0.07
C -2.947 -9.610 -2.682  -0.43
C -2.087 -8.350 -2.930  -0.21
O -1.444 -7.834 -1.760  -0.20
C -0.243 -8.503 -1.409  -0.10
N -3.823 -9.441 -1.514  0.03
H -1.657 -10.952 -1.519  0.06
H -2.765 -11.768 -2.613  0.08
H -1.338 -10.953 -3.264  0.08
H -3.579 -9.754 -3.566  0.14
H -2.753 -7.550 -3.274  0.11
H -1.358 -8.509 -3.734  0.10
H 0.314 -8.843 -2.287  0.09
H -0.464 -9.342 -0.747  0.07
H 0.386 -7.803 -0.851  0.09
H -4.438 -8.643 -1.679  0.07
H -3.235 -9.135 -0.733  0.07
C 2.544 7.957 7.632  -0.07
C 1.681 6.696 7.697  -0.43
C 2.494 5.404 7.938  -0.20
O 3.195 4.926 6.786  -0.21
C 4.431 5.577 6.540  -0.11
N 0.875 6.605 6.473  0.04
H 3.071 8.056 6.680  0.06
H 1.918 8.850 7.742  0.08
H 3.282 7.968 8.439  0.08
H 0.999 6.817 8.548  0.14
H 1.789 4.607 8.203  0.12
H 3.175 5.508 8.791  0.12
H 4.942 5.863 7.465  0.09
H 4.272 6.452 5.906  0.07
H 5.077 4.887 5.989  0.08
H 0.232 5.817 6.562  0.06
H 1.502 6.319 5.715  0.07

## Properties
Electronic energy in Ha: -6652.2667
Net charge: 0
Frontier orbital gap in eV: 6.451
E_LUMO in eV: -2.07


Computed values of maximum force (unit: eV/A) for the preceding records, in sequence: 4.986 5.408 8.011.